Computed, not measured: a structure of composition C37H91Ca2CuN5O13 in a non-equilibrium geometry, with ωB97M-V with the def2-TZVPD basis set.

Results
Charge: +1
Gap between HOMO and LUMO in eV: 7.06
Calculated total energy in eV: -155417.1791

Structure (XYZ):
```
149
C37H91Ca2CuN5O13, DFT ωB97M-V with the def2-TZVPD basis set
Cu 0.541 -0.962 -0.291
Ca -0.354 -3.462 -2.634
Ca 0.170 0.020 -4.083
C -1.817 -3.159 0.662
O -0.748 -3.027 -0.275
H -2.249 -2.280 1.142
H -2.632 -3.709 0.192
H -1.565 -3.766 1.532
C 2.763 -1.520 -3.079
O 1.448 -1.773 -2.625
H 3.520 -1.195 -2.365
H 3.226 -2.148 -3.840
H 2.716 -0.687 -3.781
C 0.355 1.845 -0.978
O -0.032 0.890 -1.948
H 0.261 1.454 0.035
H 1.422 1.969 -1.162
H -0.157 2.806 -1.035
C -2.788 -1.693 -4.552
O -1.552 -1.726 -3.861
H -3.550 -2.191 -3.953
H -2.977 -0.623 -4.635
H -2.755 -1.891 -5.623
C 5.183 4.380 5.716
C 5.035 3.809 4.282
C 5.131 2.293 4.240
C 3.861 1.545 4.858
C 2.679 1.979 3.943
C 2.447 3.545 4.028
N 3.721 4.240 3.689
O 3.632 5.603 3.542
C 1.466 3.733 2.862
C 1.798 4.060 5.371
C 6.250 4.266 3.411
H 4.396 4.086 6.410
H 4.940 5.437 5.827
H 6.201 4.274 6.092
H 5.155 1.973 3.199
H 6.097 2.010 4.658
H 3.760 1.726 5.929
H 3.906 0.463 4.741
H 1.810 1.455 4.342
H 2.667 1.513 2.958
H 1.585 4.755 2.502
H 1.702 3.140 1.978
H 0.400 3.597 3.043
H 2.366 3.543 6.143
H 1.940 5.090 5.700
H 0.710 4.006 5.323
H 7.187 3.924 3.849
H 6.437 5.339 3.467
H 6.251 3.914 2.380
H 3.567 5.639 2.585
C -1.090 0.048 2.554
O -0.015 -0.561 1.920
C 0.814 -1.342 2.817
C 2.115 -1.797 2.057
N 2.682 -0.803 1.080
C 4.052 -1.067 0.659
C 4.735 -0.018 -0.304
O 5.427 0.884 0.478
C 6.408 1.739 -0.157
H -1.891 -0.691 2.592
H -1.474 0.798 1.862
H -0.836 0.438 3.539
H 0.190 -2.190 3.100
H 1.186 -0.851 3.717
H 1.951 -2.830 1.753
H 2.912 -2.119 2.728
H 2.697 0.155 1.399
H 4.187 -2.064 0.238
H 4.671 -1.009 1.554
H 4.042 0.611 -0.864
H 5.492 -0.479 -0.939
H 6.298 2.746 0.245
H 6.066 1.993 -1.160
H 7.459 1.449 -0.147
C -3.176 0.147 -0.599
O -4.163 0.328 0.300
C -5.491 -0.088 -0.230
C -6.695 0.411 0.616
N -7.915 -0.224 0.083
C -8.280 -1.412 0.818
C -9.822 -1.502 0.869
O -10.343 -0.155 1.303
C -9.951 -0.032 2.663
H -3.309 -0.811 -1.102
H -2.184 0.167 -0.147
H -3.286 1.019 -1.244
H -5.585 -1.170 -0.317
H -5.667 0.471 -1.149
H -6.905 1.474 0.734
H -6.544 0.063 1.638
H -8.672 0.444 0.115
H -7.863 -1.430 1.826
H -7.774 -2.245 0.330
H -10.165 -2.218 1.617
H -10.149 -1.837 -0.116
H -10.294 0.899 3.115
H -8.877 0.131 2.753
H -10.210 -0.846 3.339
C -3.343 -5.382 -2.842
O -1.935 -5.337 -2.608
C -1.533 -6.149 -1.549
C -0.045 -6.427 -1.516
N 0.913 -5.226 -1.462
C 2.254 -5.825 -1.607
C 3.241 -4.761 -1.024
O 3.326 -4.812 0.384
C 4.630 -4.731 0.948
H -3.457 -4.304 -2.953
H -3.884 -5.623 -1.927
H -3.525 -5.809 -3.828
H -1.932 -7.140 -1.763
H -1.970 -5.873 -0.589
H 0.173 -6.938 -2.454
H 0.118 -7.179 -0.744
H 0.883 -4.762 -0.565
H 2.354 -6.081 -2.662
H 2.388 -6.703 -0.975
H 3.136 -3.760 -1.444
H 4.249 -5.004 -1.358
H 5.299 -5.528 0.622
H 4.467 -4.772 2.025
H 5.102 -3.776 0.718
C 2.648 2.231 -3.993
O 1.579 1.844 -4.788
C 0.940 3.001 -5.376
C -0.524 3.150 -4.938
N -1.304 1.851 -5.106
C -2.694 2.077 -5.053
C -3.084 2.463 -3.551
O -3.046 3.840 -3.310
C -2.970 4.284 -1.936
H 3.576 2.212 -4.565
H 2.645 1.457 -3.225
H 2.793 3.222 -3.563
H 0.865 2.949 -6.463
H 1.464 3.929 -5.151
H -1.027 3.775 -5.676
H -0.642 3.675 -3.990
H -1.059 1.381 -5.966
H -3.241 1.282 -5.560
H -2.899 2.933 -5.696
H -2.381 1.995 -2.861
H -4.027 1.977 -3.300
H -2.653 5.325 -1.875
H -2.254 3.694 -1.363
H -3.898 4.221 -1.368
```

Here are the Mulliken charges for atoms 1 to 6, given in e: Cu 0.78; Ca 1.49; Ca 1.30; C -0.93; O -0.24; H -0.10